C33H45BO2PtS3Sb as an isolated structure at a distorted geometry, computed with wB97M-V/def2-TZVPD.

Its electronic energy is -3013.75937 hartree. The expectation value of S² is 2.01. The value obtained for the largest force on an atom is 2.1 eV/Å. For the highest occupied orbital energy (alpha / beta), the calculation gives -9.35 / -10.92 eV. The calculation puts the HOMO-LUMO gap (alpha / beta) at 7.34 / 6.37 eV.

The geometry in ORCA input format:
```
! RIJCOSX wB97M-V def2-TZVPD def2/J DEFGRID3
* xyz 1 3
Pt 0.09244 -1.37528 -0.61654
C -1.10217 -4.70816 0.68348
C -1.72821 -4.48034 -0.67968
S -0.75239 -3.73913 -2.03353
C 0.75401 -4.77157 -2.21643
C 1.81552 -4.67644 -1.13142
S 2.23146 -2.94501 -0.66757
C 2.39975 -3.06036 1.14946
C 1.28001 -3.71276 1.95875
S -0.44494 -3.22395 1.55144
H -0.31898 -5.46113 0.65712
H -1.89597 -5.07128 1.33942
H -2.54862 -3.76757 -0.58402
H -2.11373 -5.43311 -1.04345
H 1.16289 -4.42272 -3.16447
H 0.44050 -5.80890 -2.33673
H 2.73480 -5.12675 -1.50755
H 1.52749 -5.19882 -0.22543
H 2.53689 -2.02167 1.45924
H 3.33004 -3.59729 1.34646
H 1.40853 -3.40225 2.99680
H 1.33428 -4.79839 1.92406
C 4.22791 0.69101 -2.44853
C 4.13168 2.03761 -1.79496
C 5.01066 3.06226 -2.12819
C 4.90147 4.31635 -1.55189
C 3.90687 4.56643 -0.62233
C 3.03545 3.55139 -0.27083
C 3.14877 2.29900 -0.85208
Sb 1.65703 0.84566 -0.20717
C 2.07515 1.07373 1.89456
C 3.36824 1.41935 2.26306
C 3.72166 1.49252 3.59979
C 2.78323 1.19088 4.57089
C 1.50102 0.82177 4.20238
C 1.12864 0.75418 2.86614
C -0.25967 0.35698 2.47209
C 0.09902 2.23658 -0.71093
C -0.29058 3.22684 0.17101
C -1.17112 4.21465 -0.24011
C -1.66151 4.19801 -1.53195
C -1.27906 3.19694 -2.40788
C -0.39738 2.20081 -2.00979
C 0.02920 1.13762 -2.97063
H 5.08948 0.63805 -3.10807
H 3.33215 0.49827 -3.04169
H 4.31295 -0.09654 -1.69706
H 5.78789 2.87864 -2.85559
H 5.58768 5.09963 -1.83147
H 3.80397 5.54304 -0.17525
H 2.26490 3.74056 0.46223
H 4.10431 1.64501 1.50084
H 4.72468 1.78015 3.87733
H 3.05136 1.23657 5.61617
H 0.77658 0.58087 4.96799
H -0.86403 0.13171 3.34659
H -0.23803 -0.53016 1.82741
H -0.74170 1.15255 1.90352
H 0.08608 3.24207 1.18649
H -1.47030 4.99598 0.44496
H -2.35177 4.96134 -1.85952
H -1.66690 3.19080 -3.41701
H -0.50215 1.22357 -3.91509
H -0.17123 0.13654 -2.54347
H 1.09750 1.22584 -3.17679
C -5.18054 -1.47392 -0.74057
C -4.10967 -0.90909 0.19390
C -4.57096 -1.09357 1.64058
O -2.91366 -1.69216 0.01172
B -1.88301 -0.88221 -0.37410
O -2.25322 0.41671 -0.45434
C -3.65244 0.55907 -0.16151
C -3.77947 1.57287 0.97721
C -4.31042 1.13409 -1.41531
H -5.39253 -2.50307 -0.45600
H -4.85408 -1.46898 -1.77649
H -6.10045 -0.90312 -0.65606
H -4.81115 -2.14205 1.80242
H -5.45925 -0.49995 1.83418
H -3.78323 -0.81763 2.33546
H -3.24761 1.23611 1.86274
H -4.82356 1.74243 1.22487
H -3.33455 2.50966 0.65034
H -4.08349 0.52108 -2.28337
H -3.89455 2.12462 -1.58772
H -5.38582 1.20691 -1.29249
*
```

Atomic partial charges in e from the Mulliken method, atoms 1 to 5: 2.512 -0.958 -0.087 -0.042 -0.935


A 14-piece molecular cluster, C50H124N14O22 overall at a distorted geometry, computed with wB97M-V/def2-TZVPD.

Its electronic energy is -4399.31314 hartree. The expectation value of S² is 0.76. The value obtained for the largest force on an atom is 7.3 eV/Å. For the highest occupied orbital energy (alpha / beta), the calculation gives -11.88 / -11.88 eV. The calculation puts the HOMO-LUMO gap (alpha / beta) at 5.82 / 1.80 eV.

The geometry in ORCA input format:
```
! RIJCOSX wB97M-V def2-TZVPD def2/J DEFGRID3
* xyz 3 2
C -2.98175 -2.09862 7.66990
N -2.50599 -0.80644 6.98857
C -3.22684 -0.39648 5.71642
C -2.96485 0.25342 7.99733
C -0.97223 -0.58667 6.78797
C -0.32390 -1.20461 5.47029
O -0.88621 -2.52007 5.44051
H -2.68418 -2.93235 7.03393
H -4.07036 -2.07039 7.71713
H -2.48248 -2.11598 8.63867
H -2.87338 0.61347 5.50870
H -4.30223 -0.33465 5.88318
H -2.95891 -1.10467 4.93233
H -4.05464 0.27318 7.98959
H -2.65185 1.24924 7.68352
H -2.58564 -0.03690 8.97714
H -0.56075 -1.11877 7.64566
H -0.72531 0.47391 6.74008
H 0.74959 -1.31488 5.62373
H -0.66669 -0.60499 4.62705
H -0.17085 -3.04602 5.07546
C -5.59606 0.07536 -2.60625
N -6.48078 -1.16743 -2.22005
C -7.19541 -1.49900 -3.57076
C -5.47234 -2.24512 -1.94054
C -7.46729 -0.80440 -1.10103
C -8.24166 -2.07271 -0.69395
O -9.45446 -2.11291 -1.41180
H -6.04091 0.98286 -3.01449
H -4.84140 -0.26291 -3.31629
H -4.99712 0.43114 -1.76793
H -6.44674 -1.71016 -4.33430
H -8.03725 -0.82955 -3.74753
H -7.77429 -2.41447 -3.44861
H -5.15141 -2.61249 -2.91530
H -5.80501 -3.02412 -1.25454
H -4.53068 -1.89062 -1.52139
H -8.14055 -0.06800 -1.53983
H -6.80602 -0.42555 -0.32173
H -8.52677 -2.11430 0.35728
H -7.92723 -3.08273 -0.95683
H -9.85429 -2.98410 -1.46434
C -0.99281 -6.73198 4.28940
C -1.99895 -6.27098 5.35900
C -3.36727 -5.77460 4.77201
O -4.25840 -5.28871 5.80549
C -5.16404 -4.27354 5.51947
N -2.14913 -7.29216 6.41731
H -1.21002 -7.66091 6.37049
H -2.15495 -6.72547 7.25332
H -2.95290 -7.90370 6.42405
H -0.46128 -5.94760 3.75060
H -1.35400 -7.50024 3.60572
H -0.23094 -7.32980 4.78967
H -1.64991 -5.42450 5.95038
H -3.93731 -6.48006 4.16745
H -3.20442 -4.98288 4.04074
H -4.73614 -3.35362 5.12103
H -5.70291 -3.97293 6.41798
H -5.90760 -4.51759 4.76073
C 4.82188 -1.43876 -5.76537
C 3.35200 -1.68960 -6.09805
C 2.55461 -2.64811 -5.14419
O 1.32792 -2.78997 -5.82474
C 0.36859 -3.65526 -5.19090
N 2.72176 -0.37781 -6.14717
H 3.12887 0.33739 -6.73271
H 1.73266 -0.41699 -6.34776
H 2.81509 -0.06232 -5.19227
H 5.38834 -2.30394 -5.42082
H 4.89698 -0.63961 -5.02793
H 5.20459 -0.89972 -6.63201
H 3.24197 -2.02142 -7.13047
H 2.41676 -2.34214 -4.10713
H 2.96546 -3.64893 -5.01132
H 0.28188 -3.45334 -4.12328
H 0.65045 -4.70807 -5.17471
H -0.59673 -3.57498 -5.69072
C -0.81430 6.46301 -3.25585
C -1.84510 5.61891 -3.93436
C -1.35496 4.19369 -3.86767
N -2.34079 3.21320 -4.58810
C -3.78980 3.30195 -4.10939
C -1.85574 1.78603 -4.29863
C -0.77102 1.62889 -5.33540
C -1.31376 2.37065 -6.59517
C -2.24187 3.44009 -6.09396
H -0.82903 7.46920 -3.67471
H 0.19888 6.16327 -3.52366
H -0.87857 6.51934 -2.16920
H -1.99471 5.87392 -4.98350
H -2.71528 5.66845 -3.27982
H -1.35403 4.00392 -2.79431
H -0.33185 4.17052 -4.24294
H -4.21120 4.28274 -4.32977
H -3.65851 3.29931 -3.02733
H -4.49473 2.51311 -4.37191
H -2.67611 1.09742 -4.50088
H -1.53308 1.77113 -3.25758
H -0.55260 0.57891 -5.53017
H 0.19068 2.03470 -5.02146
H -1.74358 1.53241 -7.14353
H -0.46624 2.74429 -7.16980
H -3.22736 3.35496 -6.55185
H -1.91209 4.41437 -6.45468
C -0.24139 6.37395 3.21362
C 1.04894 6.30113 2.48055
C 1.54910 4.99836 1.89727
N 3.09811 5.00361 1.44526
C 3.34664 6.04895 0.29342
C 4.12515 5.09913 2.62668
C 4.95194 3.80868 2.70019
C 4.78693 3.23284 1.31262
C 3.35408 3.59088 0.85087
H -1.01662 6.02454 2.53170
H -0.47098 7.38321 3.55536
H -0.16934 5.66238 4.03617
H 1.84315 6.58981 3.16901
H 0.98839 7.09227 1.73320
H 1.01424 4.98855 0.94757
H 1.19123 4.09115 2.38409
H 2.72402 5.96069 -0.59690
H 4.41105 6.07518 0.06011
H 3.24724 7.02898 0.76006
H 4.90070 5.82022 2.36850
H 3.52852 5.31899 3.51200
H 6.01530 3.93475 2.90379
H 4.51906 3.08132 3.38698
H 5.57242 3.53874 0.62159
H 4.93867 2.16545 1.15217
H 3.26517 3.51642 -0.23294
H 2.70765 2.77809 1.18193
C -1.04158 -4.28484 1.53293
C -0.39228 -3.42455 0.39167
C -0.97099 -1.99188 0.33981
N -0.04397 -0.97879 -0.39636
C 0.29176 -1.31875 -1.85195
C 1.26771 -0.86391 0.39514
C 0.99753 0.22924 1.45488
C 0.04617 1.22793 0.76826
C -0.76073 0.39112 -0.24977
H -1.19665 -3.88782 2.53614
H -0.39738 -5.15548 1.65582
H -2.01558 -4.53091 1.10998
H -0.56056 -3.91928 -0.56490
H 0.66567 -3.39123 0.65191
H -1.12606 -1.48905 1.29439
H -1.97247 -1.90255 -0.08109
H -0.68609 -1.32138 -2.33349
H 0.54798 -2.37700 -1.90265
H 0.98260 -0.58886 -2.27396
H 1.99639 -0.38526 -0.25910
H 1.83602 -1.78420 0.53003
H 1.90798 0.71558 1.80511
H 0.57677 -0.27442 2.32516
H 0.69665 1.93656 0.25561
H -0.55431 1.70709 1.54152
H -0.77511 0.89750 -1.21489
H -1.78396 0.25109 0.09877
C 5.02903 -0.94284 1.32664
C 5.13844 -0.45939 -0.08176
C 6.61822 0.00636 -0.36319
N 7.03248 0.52088 -1.74966
C 5.87647 1.42528 -2.26300
C 8.43523 1.32331 -1.81078
C 9.18974 0.67195 -2.94787
C 8.30626 -0.36780 -3.70224
C 7.26388 -0.78498 -2.61342
H 5.70569 -0.30833 1.89902
H 5.24775 -2.00335 1.45149
H 4.05878 -0.73803 1.77916
H 4.40453 0.32161 -0.28057
H 4.84508 -1.25623 -0.76519
H 7.40053 -0.72442 -0.15815
H 6.98264 0.83815 0.23965
H 5.64275 2.25259 -1.59289
H 5.08947 0.69786 -2.46193
H 6.06737 1.90439 -3.22327
H 8.11742 2.36489 -1.85775
H 9.06238 1.36291 -0.92015
H 9.43781 1.43909 -3.68139
H 10.10591 0.15430 -2.66364
H 7.80257 0.00616 -4.59361
H 8.82636 -1.31483 -3.84625
H 6.25675 -1.08193 -2.90602
H 7.71508 -1.55341 -1.98570
N -2.70651 -2.71091 -3.84352
O -2.49012 -3.12732 -2.71337
O -3.24819 -3.49665 -4.54571
O -2.56951 -1.61759 -4.23632
N 1.69440 2.00464 4.91127
O 2.11402 0.86341 4.74994
O 2.42012 2.95216 4.68355
O 0.54314 2.08434 5.31556
N -4.77712 -3.21242 2.10116
O -5.71421 -2.64117 1.67812
O -3.76694 -2.57675 2.41636
O -4.76048 -4.45284 1.96038
N 2.21847 1.94212 -2.74385
O 2.41138 1.01907 -3.52214
O 1.61780 2.91598 -3.13066
O 2.58888 1.76001 -1.63731
N -2.47867 3.73218 -0.20361
O -2.77357 2.70773 -0.82888
O -2.71913 4.83711 -0.72141
O -1.95864 3.72818 0.89283
N 1.81961 -4.00996 3.49917
O 2.35892 -4.94040 2.97641
O 1.85026 -2.91053 3.00181
O 1.26635 -4.08190 4.55428
*
```

Atomic partial charges in e from the Mulliken method, atoms 1 to 5: -0.679 0.269 -0.946 -1.007 -0.983